<a>
Formula: C17H20N2O5
Source: the OMol25 dataset
Level of theory: ωB97M-V/def2-TZVPD

ORCA input file:
```
! wB97M-V def2-TZVPD RIJCOSX def2/J DEFGRID3
* xyz 0 1
C -0.5395 -2.7711 -2.9123
O 0.2060 -2.4949 -1.6874
C -0.5738 -2.4214 -0.5232
C -1.9296 -2.0184 -0.5549
C -2.6462 -1.8754 0.6234
C -2.0454 -2.1137 1.8548
C -0.7028 -2.5185 1.9324
C 0.0427 -2.6824 0.7471
N 1.4275 -2.9960 0.7316
C 2.4036 -2.7328 1.7927
C 2.7495 -1.2453 1.8293
C 1.6414 -0.4309 2.4929
O 1.4176 -0.6028 3.6708
O 0.8886 0.3927 1.7001
C -0.0212 1.2361 2.4501
C -0.8603 2.1466 1.5648
O -1.8502 2.6661 2.0762
N -0.6089 2.3558 0.2017
C -1.2936 3.3185 -0.6568
C -0.3763 3.6281 -1.7746
C -0.6810 3.7179 -3.1312
C 0.5796 4.0350 -3.7718
C 1.5002 4.0845 -2.8046
O 0.9706 3.8144 -1.5742
H -1.1181 -3.6908 -2.8099
H -1.2289 -1.9915 -3.2203
H 0.1202 -2.9191 -3.7779
H -2.4165 -1.8418 -1.5022
H -3.6732 -1.5619 0.5303
H -2.6300 -2.0367 2.7606
H -0.3344 -2.5868 2.9510
H 1.7559 -3.2120 -0.2110
H 3.3025 -3.3114 1.6293
H 1.9982 -3.0562 2.7512
H 3.7140 -1.0792 2.3527
H 2.9215 -0.9101 0.8053
H -0.6914 0.6952 3.1143
H 0.5614 1.8956 3.0956
H 0.1758 1.8273 -0.1785
H -1.5669 4.2219 -0.0813
H -2.2282 2.9132 -1.0964
H -1.6409 3.5528 -3.6375
H 0.7474 4.2956 -4.8168
H 2.5333 4.3036 -2.9353
*
```

Output
orbital gap	8.186	eV
LUMO energy	0.59	eV

<b>
Formula: C17H20N2O5
Source: the OMol25 dataset
Level of theory: ωB97M-V/def2-TZVPD

ORCA input file:
```
! wB97M-V def2-TZVPD RIJCOSX def2/J DEFGRID3
* xyz 0 1
C -1.1860 -3.2863 2.8832
C -2.0207 -3.1753 1.6089
N -2.0691 -4.4138 0.8619
C -2.9469 -5.4661 1.3527
C -2.1827 -6.5994 2.0315
C -1.3550 -4.6896 -0.2449
O -1.4809 -5.7356 -0.8572
C -0.3919 -3.6167 -0.7558
O 0.5464 -3.2791 0.2474
C 1.4339 -2.2625 -0.1206
C 0.8397 -0.8882 -0.1761
C 1.5495 0.3199 -0.3754
C 0.5780 1.2914 -0.3388
C 0.6330 2.7329 -0.4718
C -0.5443 3.4761 -0.4083
C -0.5426 4.8601 -0.5294
C 0.6746 5.4718 -0.7152
C 1.8607 4.7323 -0.7799
C 1.8719 3.3681 -0.6625
O 2.9138 5.5842 -0.9682
C 2.3603 6.8820 -1.0195
O 0.9592 6.7978 -0.8613
O -0.6122 0.6963 -0.1355
N -0.4383 -0.6426 -0.0385
H -0.1824 -3.6151 2.6296
H -1.1260 -2.3126 3.3625
H -1.6278 -3.9897 3.5845
H -1.6063 -2.3849 0.9844
H -3.0499 -2.9003 1.8665
H -3.4890 -5.8760 0.4948
H -3.6615 -5.0173 2.0449
H -2.8810 -7.3550 2.3823
H -1.6057 -6.2331 2.8763
H -1.5050 -7.0550 1.3155
H -0.9630 -2.7340 -1.0739
H 0.1237 -4.0376 -1.6313
H 2.2238 -2.2693 0.6386
H 1.8979 -2.4793 -1.0984
H 2.6025 0.4313 -0.5184
H -1.4776 2.9567 -0.2609
H -1.4526 5.4333 -0.4805
H 2.7922 2.8138 -0.7136
H 2.7858 7.4975 -0.2111
H 2.5942 7.3456 -1.9909
*
```

Output
orbital gap	8.668	eV
LUMO energy	0.36	eV

We find <a> to be the most stable, with the next structure 17.5 kcal/mol higher.

<a>
Formula: C2H8N2
Source: the OMol25 dataset
Level of theory: ωB97M-V/def2-TZVPD

ORCA input file:
```
! wB97M-V def2-TZVPD RIJCOSX def2/J DEFGRID3
* xyz 0 1
N -1.0969 1.5251 0.0934
C -0.8328 0.0734 -0.1726
C 0.6583 -0.2160 -0.3397
N 0.8902 -1.5373 0.2410
H -0.3346 2.2231 -0.1722
H -1.5230 1.7280 0.9841
H -1.3108 -0.2211 -1.1218
H -1.2085 -0.6779 0.6051
H 0.9501 -0.1462 -1.4282
H 1.1382 0.6008 0.1784
H 1.7740 -1.8891 -0.1095
H 0.8959 -1.4628 1.2419
*
```

Output
orbital gap	9.972	eV
LUMO energy	1.21	eV

<b>
Formula: C2H8N2
Source: the OMol25 dataset
Level of theory: ωB97M-V/def2-TZVPD

ORCA input file:
```
! wB97M-V def2-TZVPD RIJCOSX def2/J DEFGRID3
* xyz 0 1
C -0.1997 -0.1869 0.2285
N -0.6370 -1.2762 0.6734
C 0.2180 -2.4394 0.5811
H -0.7833 0.7211 0.3417
H 0.7383 -0.0891 -0.3303
H 0.3740 -2.7895 1.6009
H 1.1580 -2.2481 0.0535
H -0.3113 -3.2407 0.0602
N 0.4018 3.1711 -1.0997
H -0.2100 3.1007 -0.2901
H -0.2595 3.0262 -1.8636
H 0.6470 4.1548 -1.1603
*
```

Output
orbital gap	10.655	eV
LUMO energy	1.03	eV

<c>
Formula: C2H8N2
Source: the OMol25 dataset
Level of theory: ωB97M-V/def2-TZVPD

ORCA input file:
```
! wB97M-V def2-TZVPD RIJCOSX def2/J DEFGRID3
* xyz 0 1
H -2.5981 1.7044 -0.0787
N -2.7734 0.6720 -0.0206
C -2.0484 0.3326 1.0336
N -1.3622 -0.8524 0.9482
H -1.8748 0.9986 1.8942
H -1.0892 -1.0778 1.8316
H -1.7723 -1.7577 0.4814
C 2.6959 0.0264 -1.2217
H 3.3147 0.8887 -0.8337
H 1.7312 0.2944 -1.7676
H 2.4658 -0.5726 -0.3840
H 3.3108 -0.6567 -1.8829
*
```

Output
orbital gap	9.907	eV
LUMO energy	0.90	eV

We find <a> to be the most stable, with the next structure 2.8 kcal/mol higher.

<a>
Formula: C2H8N2
Source: the OMol25 dataset
Level of theory: ωB97M-V/def2-TZVPD

ORCA input file:
```
! wB97M-V def2-TZVPD RIJCOSX def2/J DEFGRID3
* xyz 0 1
N 1.4925 -0.9940 0.1189
C 0.3961 -0.2188 0.6440
C -0.3905 0.3485 -0.5010
N -1.6013 1.1565 -0.0763
H 2.1876 -1.4593 0.6681
H 1.8214 -0.8399 -0.8181
H -0.1434 -0.8892 1.3496
H 0.8412 0.5212 1.3153
H -0.7443 -0.4803 -1.1013
H 0.3013 0.9589 -1.1397
H -2.0509 0.3952 0.4167
H -2.1097 1.5014 -0.8763
*
```

Output
orbital gap	9.824	eV
LUMO energy	1.24	eV

<b>
Formula: C2H8N2
Source: the OMol25 dataset
Level of theory: ωB97M-V/def2-TZVPD

ORCA input file:
```
! wB97M-V def2-TZVPD RIJCOSX def2/J DEFGRID3
* xyz 0 1
C -0.5717 -1.0195 0.4470
N 0.1871 0.1515 0.6350
C -0.3969 1.2795 -0.0648
N 1.7413 -0.0491 -0.0262
H -1.5282 -0.6682 0.0590
H -0.0680 -1.7621 -0.2948
H -0.6609 -1.5096 1.3840
H -1.4511 1.1953 -0.1689
H -0.3500 2.2691 0.3687
H 0.0082 1.2880 -1.1890
H 1.7061 0.1167 -1.0383
H 2.2072 0.6950 0.4581
*
```

Output
orbital gap	10.157	eV
LUMO energy	1.13	eV

<c>
Formula: C2H8N2
Source: the OMol25 dataset
Level of theory: ωB97M-V/def2-TZVPD

ORCA input file:
```
! wB97M-V def2-TZVPD RIJCOSX def2/J DEFGRID3
* xyz 0 1
N 1.9766 0.0365 0.0757
C 0.6419 0.6183 -0.1377
C -0.5420 -0.3953 -0.0940
N -1.8847 0.2678 -0.0564
H 1.9209 -0.8222 0.7980
H 2.1968 -0.4630 -0.7034
H 0.8347 1.1318 -1.1259
H 0.2835 1.3614 0.7026
H -0.3296 -0.8298 0.8736
H -0.4681 -1.0482 -0.9319
H -2.6115 -0.4084 -0.3648
H -2.0185 0.5512 0.9643
*
```

Output
orbital gap	10.258	eV
LUMO energy	1.07	eV

We find <a> to be the most stable, with the next structure 8.3 kcal/mol higher.

<a>
Formula: C2H8N2
Source: the OMol25 dataset
Level of theory: ωB97M-V/def2-TZVPD

ORCA input file:
```
! wB97M-V def2-TZVPD RIJCOSX def2/J DEFGRID3
* xyz 0 1
C 1.8044 1.3880 -0.9896
C 0.9752 0.3969 -0.6484
N -0.3702 0.3999 -0.7207
H 1.4897 2.3246 -1.3835
H 2.8742 1.2927 -0.8707
H 1.4730 -0.4974 -0.3044
H -0.9300 1.2013 -1.0033
H -0.8151 -0.4742 -0.3189
N -1.8665 -1.6752 1.8211
H -1.7038 -2.4568 1.2115
H -2.4380 -1.9660 2.5904
H -1.0352 -1.2741 2.2246
*
```

Output
orbital gap	8.650	eV
LUMO energy	0.87	eV

<b>
Formula: C2H8N2
Source: the OMol25 dataset
Level of theory: ωB97M-V/def2-TZVPD

ORCA input file:
```
! wB97M-V def2-TZVPD RIJCOSX def2/J DEFGRID3
* xyz 0 1
H -1.1678 -2.1676 2.1666
N -1.3909 -1.1614 2.0510
C -0.4487 -0.7969 1.1324
N 0.3291 -1.7070 0.5271
H -0.5378 0.0908 0.5615
H 0.7567 -2.6503 0.7418
H 0.5712 -1.3059 -0.5717
C 0.3706 1.8870 -1.3057
H -0.0036 2.3124 -2.3080
H -0.4226 1.9331 -0.5487
H 1.1255 2.6622 -0.9907
H 0.8183 0.9036 -1.4555
*
```

Output
orbital gap	9.533	eV
LUMO energy	0.67	eV

We find <a> to be the most stable, with the next structure 26.1 kcal/mol higher.